(i)
CH2F2N2O | wB97M-V/def2-TZVPD

Each line ends with the Mulliken charge.
Geometry (Å):
C  -1.634  -0.333  -0.178  -0.09
N  1.977  1.485  -0.308  -0.36
N  1.694  0.478  0.049  0.77
O  -0.952  0.572  -0.520  -0.37
F  1.314  0.060  1.498  -0.30
F  1.511  -0.767  -0.512  -0.12
H  -2.060  -1.115  -0.905  0.22
H  -1.849  -0.380  0.877  0.24

Summary:
Frontier orbital gap in eV: 10.15
Net charge: 0

---

(ii)
CH2F2N2O | wB97M-V/def2-TZVPD

Each line ends with the Mulliken charge.
Geometry (Å):
C  1.236  0.097  0.114  0.98
N  0.438  1.196  0.063  -0.36
N  -2.247  -0.295  0.335  -0.49
O  1.317  0.955  -0.974  -0.21
F  2.290  -0.062  0.901  -0.21
F  0.892  -1.139  -0.176  -0.21
H  -1.391  -0.862  0.349  0.26
H  -2.536  0.109  -0.612  0.25

Summary:
Frontier orbital gap (spin up / spin down) in eV: 9.87 / 9.96
Net charge: 0

---

In order of decreasing stability: (ii), (i).